# C6H5Cl2FO

A single C6H5Cl2FO molecule at a distorted geometry (the ωB97M-V functional and the def2-TZVPD basis, the OMol25 dataset).

Computed properties:
frontier orbital gap (spin up / spin down) = 8.3 / 8.3 eV
energy = -1326.9574 a.u.
LUMO level (spin up / spin down) = -0.110 / -0.110 eV
highest occupied orbital energy (spin up / spin down) = -8.40 / -8.40 eV

Geometry as ORCA input:
```
! wB97M-V def2-TZVPD RIJCOSX def2/J DEFGRID3
* xyz 0 1
H -2.070 0.502 1.425
O 0.565 1.172 -2.139
C -1.190 0.175 0.927
H 0.319 -2.859 1.035
C 0.310 -1.790 0.573
H 1.321 0.626 -2.367
F 1.566 1.436 -0.166
H -1.248 -1.705 1.928
C 0.512 0.964 -0.790
Cl 2.461 -1.657 -1.210
C -0.770 -1.064 1.251
C 1.097 -1.350 -0.349
C -0.699 1.212 -0.033
Cl -0.660 2.851 0.705
H -1.513 1.485 -0.790
*
```